Run P
8
Properties=species:S:1:pos:R:3 method="wB97M-V/def2-TZVPD" gap_ha=0.4119 spin_multiplicity=1 mol_weight_g_mol=48.060
C -0.947 0.138 0.239
C 0.920 -0.069 -0.405
F 1.547 -0.542 0.737
H -1.799 -0.091 -0.382
H -0.829 -0.579 1.003
H -0.981 1.167 0.516
H 1.205 0.927 -0.602
H 0.884 -0.951 -1.105



Run Q
8
Properties=species:S:1:pos:R:3 method="wB97M-V/def2-TZVPD" gap_ha=0.4713 spin_multiplicity=1 mol_weight_g_mol=48.060
C -0.432 1.098 0.163
C -0.401 -0.344 0.043
F 0.885 -0.849 -0.214
H 0.582 1.560 -0.078
H -0.709 1.446 1.213
H -1.170 1.623 -0.560
H -0.695 -0.897 0.926
H -0.978 -0.612 -0.809



Question: of the structures shown, which is the least stable? Reply: run P.